Entry 1:
Entry from OMol25: one molecule with the formula C20H31N3OS (ωB97M-V/def2-TZVPD).

Structure (XYZ):
```
56
Properties=species:S:1:pos:R:3:nbo_charge:R:1
C -1.2898 0.1948 -2.6179 -0.63
H -0.7315 -0.7387 -2.5964 0.21
H -0.8519 0.8461 -3.3707 0.22
C -1.2477 0.8726 -1.2577 -0.04
N 0.1335 1.0529 -0.8634 -0.62
C 0.4965 1.9386 0.0892 0.32
N 1.7212 1.8309 0.6459 -0.60
H 1.9772 2.6065 1.2392 0.42
C 2.7507 0.8557 0.3562 -0.06
C 3.6829 0.7354 1.5610 -0.39
C 4.7584 -0.3141 1.2941 -0.40
C 5.5571 0.0440 0.0443 -0.40
C 4.6313 0.1785 -1.1610 -0.40
C 3.5564 1.2280 -0.8947 -0.41
H 4.0236 2.2023 -0.7360 0.20
H 2.8878 1.3156 -1.7535 0.21
H 5.2073 0.4581 -2.0447 0.21
H 4.1561 -0.7848 -1.3627 0.19
H 6.3078 -0.7243 -0.1484 0.21
H 6.0795 0.9892 0.2066 0.20
H 5.4248 -0.3835 2.1555 0.21
H 4.2863 -1.2897 1.1561 0.20
H 3.1028 0.4650 2.4455 0.22
H 4.1554 1.7026 1.7476 0.20
H 2.2701 -0.1202 0.1994 0.19
S -0.5004 3.1664 0.5892 -0.31
H 0.7254 0.2471 -1.0051 0.40
H -1.6719 1.8795 -1.3191 0.24
C -2.0072 0.0876 -0.1470 -0.10
N -3.3901 -0.1978 -0.5168 -0.46
C -4.1161 -0.9037 0.5357 -0.25
C -4.5289 0.0109 1.6971 -0.09
O -5.2929 1.1075 1.2464 -0.53
C -4.5850 1.8458 0.2699 -0.10
C -4.1990 0.9501 -0.9127 -0.25
H -3.6873 1.5366 -1.6726 0.20
H -5.1155 0.5421 -1.3527 0.20
H -5.2584 2.6405 -0.0545 0.19
H -3.6871 2.3006 0.7137 0.18
H -5.1616 -0.5320 2.4016 0.19
H -3.6356 0.3715 2.2302 0.16
H -3.5068 -1.7251 0.9144 0.21
H -5.0189 -1.3183 0.0761 0.20
C -1.2572 -1.1943 0.1232 -0.04
C -1.4712 -2.3330 -0.6460 -0.17
C -0.7169 -3.4732 -0.4356 -0.23
C 0.2664 -3.4906 0.5402 -0.22
C 0.4780 -2.3662 1.3191 -0.22
C -0.2831 -1.2278 1.1145 -0.23
H -0.1216 -0.3561 1.7341 0.22
H 1.2333 -2.3755 2.0919 0.21
H 0.8585 -4.3798 0.6993 0.21
H -0.8946 -4.3526 -1.0372 0.21
H -2.2467 -2.3182 -1.3956 0.22
H -1.9368 0.7206 0.7544 0.21
H -2.3173 -0.0240 -2.8893 0.23
```

## Properties
Lowest unoccupied orbital energy ... 0.630 eV
Orbital gap ... 8.6 eV

---

Entry 2:
Entry from OMol25: C20H32BrIN2ORhSb as an isolated structure (ωB97M-V/def2-TZVPD).

Structure (XYZ):
```
59
Properties=species:S:1:pos:R:3:mulliken_spin:R:1
Rh 16.7243 8.9101 6.8841 2.44
Br 18.5911 7.0303 7.1877 0.10
C 19.8951 8.1208 6.2432 0.01
C 21.1373 8.1935 6.8247 0.00
C 22.1528 9.0072 6.3023 0.00
C 21.8953 9.7455 5.1457 0.00
C 20.6040 9.7513 4.6435 -0.01
C 19.5942 8.9314 5.1529 0.02
I 17.7091 9.0059 4.2726 0.13
H 21.3427 7.5660 7.7003 0.00
H 23.0969 8.9738 6.8311 0.00
H 22.6569 10.3975 4.6702 0.00
H 20.4297 10.3142 3.7092 0.00
C 8.3724 8.6525 7.8447 0.03
C 8.8906 7.6380 6.8256 0.09
C 8.2379 7.9516 5.4835 0.01
C 8.7945 6.1996 7.2852 0.03
Sb 11.0810 7.9633 6.4044 0.56
C 11.9432 6.2263 5.1593 0.10
C 12.2387 5.0019 6.0356 0.03
C 10.8432 5.9091 4.1883 -0.01
C 13.2456 6.5702 4.4314 0.00
C 11.7468 10.1585 6.0331 0.10
C 10.6395 10.7812 5.2141 0.00
C 11.9111 10.7913 7.4307 0.03
C 13.0104 10.2328 5.2377 -0.01
H 7.3733 8.3316 7.9857 0.00
H 8.3602 9.7126 7.5276 0.00
H 8.8032 8.5524 8.8112 -0.01
H 7.1469 7.9830 5.6256 0.01
H 8.4477 7.1875 4.7347 0.00
H 8.5633 8.9009 5.1057 0.00
H 7.7154 5.9095 7.1926 0.00
H 9.1417 5.9950 8.2846 0.00
H 9.3239 5.4680 6.6644 0.00
H 11.3207 4.6499 6.5078 0.00
H 13.0579 5.1939 6.7552 -0.01
H 12.5420 4.1734 5.3674 0.00
H 9.8821 5.6993 4.6912 0.00
H 11.0435 5.0759 3.5359 0.01
H 10.6634 6.7658 3.5306 0.00
H 14.0956 6.5826 5.1455 0.01
H 13.2232 7.4939 3.8944 0.00
H 13.3876 5.7937 3.7047 0.00
H 9.7088 10.8499 5.7714 0.01
H 10.5124 10.2262 4.2626 0.00
H 10.9330 11.8033 4.9658 0.00
H 10.9306 10.9425 7.8858 0.00
H 12.4104 11.7538 7.2831 0.00
H 12.5051 10.2339 8.0760 0.00
H 12.9737 9.6994 4.3068 0.00
H 13.8596 9.8839 5.7658 0.01
H 13.1391 11.2718 4.9924 0.00
N 17.4510 11.5991 8.3212 0.06
C 17.2928 10.6209 7.7762 -0.05
H 17.8016 12.3657 8.8103 -0.01
O 14.4812 6.1767 8.4703 0.10
C 14.7252 7.1716 7.9041 0.05
N 14.8957 8.2490 7.3073 0.17
```

## Properties
2S+1 ... 5
Lowest unoccupied orbital energy (spin up / spin down) ... -5.474 / -8.074 eV
Orbital gap (spin up / spin down) ... 8.1 / 6.4 eV
Charge ... +2

---

Entry 3:
Entry from OMol25: C20H32BrN2O3Tc as an isolated structure (ωB97M-V/def2-TZVPD).

Structure (XYZ):
```
59
Properties=species:S:1:pos:R:3:mulliken_spin:R:1
Tc -0.0894 0.0151 -0.4539 2.55
C -1.0554 -4.3149 0.9641 0.00
O -0.6582 -3.3099 0.0197 0.00
C -0.8546 -3.7380 -1.3198 0.00
C -0.0142 -2.9268 -2.2702 0.01
O -0.4379 -1.5417 -2.2836 0.02
C -0.1056 -0.8748 -3.5096 -0.01
C -0.7893 0.4625 -3.5213 0.00
O -0.4325 1.1799 -2.3252 0.00
C -0.8650 2.5565 -2.3801 0.01
H -2.0338 -4.7276 0.7123 0.00
H -0.3291 -5.1291 0.9937 0.00
H -1.1111 -3.8503 1.9472 0.00
H -0.5584 -4.7844 -1.4352 0.00
H -1.9124 -3.6458 -1.5872 0.00
H 1.0476 -2.9866 -2.0085 -0.01
H -0.1413 -3.3463 -3.2698 0.00
H 0.9787 -0.7669 -3.6083 0.00
H -0.4683 -1.4530 -4.3619 0.00
H -0.4555 1.0251 -4.3946 0.00
H -1.8755 0.3432 -3.5706 0.00
H -0.4184 3.0432 -3.2467 0.00
H -1.9525 2.6146 -2.4585 0.00
H -0.5230 3.0568 -1.4814 0.00
N -2.2170 0.1567 -0.0836 -0.04
C -2.8186 -0.8056 0.9044 0.00
C -2.7913 -0.2708 2.3251 0.00
C -1.4009 0.0263 2.8878 0.01
C -0.4057 -1.1139 2.7140 0.01
N 0.2747 -1.1698 1.3644 -0.08
H -2.5950 1.0809 0.1264 0.00
H -2.6141 -0.0793 -0.9958 0.01
H -2.2765 -1.7478 0.8167 0.00
H -3.8552 -0.9942 0.6237 0.00
H -3.2792 -1.0209 2.9502 0.00
H -3.4099 0.6287 2.3981 0.00
H -1.5074 0.2126 3.9567 0.00
H -0.9789 0.9351 2.4575 0.00
H -0.9165 -2.0605 2.8886 0.00
H 0.3734 -1.0238 3.4680 0.00
H 0.1715 -2.1222 0.9954 -0.01
H 1.2680 -1.0625 1.5479 0.01
Br 2.3718 -0.4687 -1.0361 0.00
C 3.1264 1.0387 -0.1325 0.06
C 4.4912 1.2096 -0.1182 0.00
C 5.0072 2.3284 0.5369 0.02
C 4.1485 3.2384 1.1248 0.10
C 2.7529 3.0530 1.0925 -0.01
C 1.8759 3.9935 1.6764 0.19
C 0.5003 3.8048 1.6271 0.06
C -0.0278 2.6740 1.0238 -0.06
C 0.7867 1.6849 0.4433 0.20
C 2.1997 1.9028 0.4584 -0.05
H 5.1491 0.5023 -0.6073 0.00
H 6.0788 2.4709 0.5698 0.00
H 4.5525 4.1140 1.6187 0.00
H 2.2939 4.8708 2.1561 0.00
H -0.1669 4.5380 2.0612 0.01
H -1.1064 2.5745 1.0089 -0.01
```

## Properties
2S+1 ... 4
Lowest unoccupied orbital energy (spin up / spin down) ... -10.066 / -12.235 eV
Orbital gap (spin up / spin down) ... 7.6 / 5.6 eV
Charge ... +3

---

Entry 4:
Entry from OMol25: C20H32ClCoNO4S as an isolated structure (ωB97M-V/def2-TZVPD).

Structure (XYZ):
```
60
Properties=species:S:1:pos:R:3:mulliken_spin:R:1
Co 1.0133 0.0504 -0.8958 2.82
C -0.0588 -1.3181 0.5836 0.10
C -0.8766 -0.4224 -0.1230 0.51
C -0.8053 0.8942 0.6453 0.05
C -0.0759 0.6440 1.7734 0.17
C 0.3605 -0.7193 1.8090 -0.09
C 1.0365 -1.3974 2.9604 0.13
C 1.1919 -2.8965 2.7060 0.02
C 2.4244 -0.7700 3.1811 0.05
C 0.1769 -1.1689 4.2157 0.05
C -1.2610 2.2942 0.2470 -0.03
C -2.7900 2.4189 0.1936 0.02
C -0.7587 3.3160 1.2744 0.00
C -0.6231 2.6734 -1.1030 0.09
C -1.9281 -0.9766 -1.1041 -0.07
C -1.5087 -2.3707 -1.5953 -0.01
C -3.2263 -1.1332 -0.2907 0.02
C -2.1968 -0.1313 -2.3547 0.04
H 0.0432 -2.3646 0.3564 -0.01
H 0.1764 1.3768 2.5229 0.01
H 1.8056 -3.0877 1.8225 0.00
H 0.2241 -3.3874 2.5775 0.00
H 1.6891 -3.3605 3.5581 0.00
H 3.1092 -1.0399 2.3811 0.00
H 2.8323 -1.1438 4.1221 0.00
H 2.3754 0.3190 3.2412 -0.01
H -0.8488 -1.5141 4.0706 0.00
H 0.1507 -0.1153 4.4984 0.00
H 0.6094 -1.7271 5.0472 0.00
H -3.2286 2.1317 1.1510 0.00
H -3.2483 1.8159 -0.5840 0.00
H -3.0588 3.4593 0.0027 0.00
H -1.1941 3.1446 2.2604 0.00
H -1.0582 4.3139 0.9535 0.00
H 0.3296 3.3038 1.3617 0.00
H -0.9777 2.0611 -1.9300 -0.01
H 0.4710 2.6159 -1.0371 -0.01
H -0.8498 3.7138 -1.3443 0.01
H -1.5398 -3.1161 -0.8011 0.00
H -0.5050 -2.3695 -2.0313 0.00
H -2.1997 -2.6961 -2.3722 0.00
H -3.0630 -1.7856 0.5690 0.00
H -3.9954 -1.5840 -0.9213 0.01
H -3.6017 -0.1776 0.0713 -0.01
H -1.2922 0.0045 -2.9544 -0.02
H -2.6163 0.8433 -2.1312 0.01
H -2.9220 -0.6544 -2.9791 0.00
S 2.4800 -1.0103 -4.9969 0.01
C 1.9824 0.6231 -4.9654 0.00
C 1.4732 0.9296 -3.7526 0.01
N 1.4677 -0.1263 -2.8632 0.02
C 1.9821 -1.2093 -3.4022 0.02
H 2.0988 1.2696 -5.8194 0.00
H 1.0995 1.8952 -3.4474 0.00
H 2.1141 -2.1359 -2.8629 0.00
O 4.2536 0.6639 -1.5162 0.00
Cl 3.5925 0.3622 -0.2959 0.00
O 4.4368 0.4113 0.8324 0.01
O 2.8855 -0.9456 -0.3971 0.04
O 2.4228 1.3057 -0.1176 0.07
```

## Properties
2S+1 ... 5
Lowest unoccupied orbital energy (spin up / spin down) ... -2.785 / -5.348 eV
Orbital gap (spin up / spin down) ... 9.0 / 7.4 eV
Charge ... +1